9
Properties=species:S:1:pos:R:3 method="wB97M-V/def2-TZVPD" total_charge=+2 e_homo_ev="-20.3 / -19.8" multiplicity=2 s_squared=0.7683 e_above_lowest_kcal_mol=0.0
C -0.647 1.681 -0.582
C -0.378 1.105 0.550
O -0.244 0.295 1.403
C 0.368 -2.002 -0.513
O -0.024 -1.918 -1.598
O 0.919 -1.956 0.517
H -0.411 2.736 -0.723
Tl 1.192 -0.929 2.409
H -0.774 0.989 -1.463

---

10
Properties=species:S:1:pos:R:3 method="wB97M-V/def2-TZVPD" e_homo_ev=-7.4 e_above_lowest_kcal_mol=14.2
O -2.009 0.332 1.684
C -2.946 -0.209 2.126
O -3.858 -0.673 2.645
O 0.917 -1.029 0.114
C 1.581 -0.656 -1.009
C 1.452 0.598 -1.506
O 0.612 1.490 -0.929
Pb -0.061 0.598 0.710
H 2.271 -1.379 -1.463
H 2.041 0.928 -2.371

---

10
Properties=species:S:1:pos:R:3 method="wB97M-V/def2-TZVPD" smiles="O=c1oc(O)c(O)o1" e_homo_ev=-9.0 e_above_lowest_kcal_mol=57.7
C -0.417 -0.637 -0.026
C 1.551 0.174 0.748
C -0.323 0.496 -0.576
H -1.281 -2.428 0.471
H -0.927 2.008 -1.686
O -1.479 -1.339 0.330
O 0.588 -0.887 0.920
O 2.552 0.371 1.418
O 0.847 1.113 -0.077
O -1.111 1.131 -1.522

---

8
Properties=species:S:1:pos:R:3 method="wB97M-V/def2-TZVPD" smiles="O=C(C=S)C=S" e_homo_ev=-9.1 e_above_lowest_kcal_mol=41.9
C -0.648 0.535 1.036
C -0.338 -0.475 -0.044
C 0.790 -0.289 -1.011
H -1.004 0.047 1.946
H 0.594 -0.808 -1.977
O -0.992 -1.515 -0.089
S -0.613 2.148 0.814
S 2.211 0.356 -0.675